No. 1
C10H23AuBClEuO2 | the ωB97M-V functional and the def2-TZVPD basis

Each line ends with the Mulliken spin population.
CARTESIAN COORDINATES (ANGSTROEM)
H (-1.396, 0.305, 4.979)  0.000
H (-2.097, 1.032, -2.841)  0.001
H (-1.837, -0.281, -6.123)  -0.006
H (0.419, 2.403, 2.728)  0.000
H (3.143, -1.343, -5.148)  -0.003
H (3.557, -0.013, -6.294)  -0.005
Eu (0.712, 0.049, -4.982)  7.052
H (0.770, -2.057, 0.005)  0.001
C (-1.018, 0.050, -6.773)  0.521
H (-2.196, -1.803, 2.988)  0.000
C (2.823, -0.777, -6.029)  0.434
H (-1.033, -1.971, 0.144)  0.001
H (-2.749, 0.405, 3.838)  0.000
B (-0.046, -0.239, 1.001)  -0.004
H (-0.795, -1.988, 4.074)  0.000
H (-1.240, 1.019, -7.227)  -0.007
H (2.604, -1.443, -6.876)  -0.014
H (-0.610, -2.204, 2.323)  0.000
C (-0.842, -0.112, 2.964)  0.001
C (-1.687, 0.643, 3.976)  0.000
C (-1.120, -1.619, 3.102)  0.000
H (2.614, -0.271, 3.917)  0.000
C (-0.112, -1.414, -0.010)  0.019
Au (-0.212, 0.107, -1.360)  0.013
H (1.544, -1.672, 3.696)  0.000
H (-1.558, 1.730, 3.909)  0.000
C (0.984, 1.706, 3.366)  0.000
H (0.680, 1.833, 4.412)  0.000
H (2.054, 1.943, 3.293)  0.000
H (-1.215, 2.395, -2.076)  0.002
C (1.567, -0.602, 3.931)  0.000
H (1.192, -0.463, 4.949)  0.000
O (-1.217, 0.221, 1.634)  0.001
O (1.160, 0.022, 1.656)  0.002
C (0.732, 0.241, 2.989)  -0.001
H (-2.387, 1.437, -1.123)  -0.002
C (-1.642, 1.406, -1.925)  0.021
H (-0.784, -0.709, -7.537)  -0.014
Cl (1.240, 2.035, -3.547)  -0.012

Cartesian forces (eV/Å) of the 3 atoms listed first:
-0.10 0.19 -0.03
-0.41 0.31 -0.30
0.13 0.07 -0.04

Calculated values
- multiplicity = 9
- frontier orbital gap (spin up / spin down) (eV) = 5.19 / 2.43
- total energy (Eh) = -1876.3072
- charge = -1



No. 2
C10H23BeN4O3PS3 | the ωB97M-V functional and the def2-TZVPD basis

Each line ends with the Mulliken spin population.
CARTESIAN COORDINATES (ANGSTROEM)
S (0.131, -1.710, -0.945)  -0.003
H (0.520, 5.497, -0.340)  0.107
H (-3.518, -1.226, 2.681)  0.000
C (-2.288, -2.191, 1.207)  0.001
H (-1.434, 3.147, -0.091)  -0.020
H (0.307, 2.960, -0.263)  -0.130
N (-0.272, 5.007, 1.535)  1.984
H (7.918, -3.267, 1.818)  0.000
H (6.041, -2.784, 3.435)  0.000
O (1.338, 1.412, -0.888)  -0.011
H (-3.268, -2.957, 2.957)  0.000
H (0.275, 3.756, -2.387)  -0.014
P (-1.728, -1.166, -1.153)  0.008
H (-5.810, -1.645, -2.387)  0.000
H (5.443, -1.596, -1.101)  0.000
H (-1.338, -1.997, 1.708)  0.001
H (-1.369, 4.076, -2.408)  -0.009
S (-1.953, 0.616, -1.938)  0.017
H (-4.209, -2.749, -0.815)  0.000
C (-3.436, -2.197, 2.192)  0.000
N (5.629, -1.878, -0.150)  0.000
C (7.002, -2.803, 1.491)  0.000
C (6.791, -2.452, 0.200)  0.000
H (-4.647, -0.482, -1.724)  0.000
C (-4.756, -1.356, -2.363)  0.000
C (-0.540, 3.616, -0.519)  -0.395
H (7.512, -2.605, -0.592)  0.000
C (5.928, -2.519, 2.385)  0.000
S (3.247, -0.834, 0.179)  0.016
H (-4.382, -2.412, 1.692)  0.000
H (-1.233, 5.668, -0.196)  -0.103
H (-2.199, -3.152, 0.692)  0.000
H (-1.128, 4.617, 1.984)  -0.537
H (-4.445, -1.081, -3.371)  0.000
O (-2.524, -2.345, -1.935)  -0.001
H (0.534, 4.442, 1.846)  -0.119
H (-0.153, 5.981, 1.941)  -1.092
Be (0.241, 0.649, -1.221)  0.063
C (-3.938, -2.525, -1.851)  0.000
O (-2.527, -1.144, 0.261)  -0.009
H (-4.136, -3.414, -2.451)  0.000
C (4.575, -1.587, 0.743)  0.003
N (-0.620, 3.570, -1.961)  -0.009
N (4.806, -1.963, 2.063)  0.000
C (-0.385, 5.023, 0.039)  1.255

Cartesian forces (eV/Å) of the 3 atoms listed first:
0.14 0.20 -0.11
0.00 -0.01 -0.01
0.00 0.00 -0.01

Calculated values
- multiplicity = 2
- frontier orbital gap (spin up / spin down) (eV) = 3.33 / 6.22
- total energy (Eh) = -2390.3176
- energy above the lowest of the compared OMol25 structures with the same formula, charge and spin (kcal per mole) = 67.2
- charge = -1



No. 3
C10H23ClN4O4PS | the ωB97M-V functional and the def2-TZVPD basis

Each line ends with the Löwdin charge.
CARTESIAN COORDINATES (ANGSTROEM)
S (-1.369, 2.055, 5.261)  0.723
C (0.317, 2.617, 4.838)  -0.533
O (2.085, -0.428, -7.259)  0.178
O (-2.197, -1.702, 1.756)  -0.122
C (-0.657, -1.456, -5.510)  -0.326
C (-2.511, -0.790, 2.797)  -0.074
H (-0.265, -2.002, 2.418)  0.139
C (-0.865, -1.841, 1.513)  -0.246
H (0.247, 3.161, 3.896)  0.069
H (1.899, 2.053, 2.740)  0.117
N (-0.256, -0.657, 0.808)  -0.368
C (1.793, 1.142, 3.332)  -0.158
N (0.798, 0.281, 2.662)  0.132
O (0.581, -0.731, -5.605)  0.071
C (-0.926, -1.784, -4.065)  -0.050
H (2.235, 1.721, 5.332)  0.120
H (-0.896, -0.857, -3.491)  0.045
H (2.528, 0.835, 0.956)  0.106
H (2.757, 0.627, 3.346)  0.132
H (-1.962, 2.445, 4.125)  -0.145
H (-0.174, -2.477, -3.685)  0.084
N (-0.447, 2.197, -0.423)  -0.254
O (0.507, -2.037, -7.400)  0.069
H (-2.194, 0.222, 2.528)  0.076
P (1.081, 2.070, -0.460)  0.673
H (-2.042, -1.095, 3.740)  0.092
H (1.704, 1.691, -1.654)  0.011
C (1.154, -1.007, -6.807)  -0.560
H (-1.444, -0.819, -5.925)  0.161
Cl (-0.159, -0.882, -0.872)  0.837
H (1.910, 3.100, 0.024)  0.009
H (-1.258, -3.007, -6.960)  0.140
H (0.139, -3.431, -5.930)  0.139
C (1.347, 1.479, 4.748)  -0.242
H (-0.736, -2.678, 0.834)  0.125
C (0.716, 0.105, 1.353)  -0.447
H (-0.847, 3.061, -0.088)  -0.005
C (-0.383, -2.621, -6.446)  -0.087
H (0.622, 3.336, 5.594)  0.069
N (1.616, 0.727, 0.527)  -0.120
H (0.926, 0.579, 5.206)  0.100
H (-3.589, -0.799, 2.918)  0.105
H (-1.915, -2.226, -3.938)  0.096
H (0.130, -0.178, 3.265)  0.120

Cartesian forces (eV/Å) of the 3 atoms listed first:
0.03 -0.08 -0.15
0.00 -0.01 -0.04
-0.03 -0.02 0.02

Calculated values
- multiplicity = 1
- frontier orbital gap (eV) = 9.20
- total energy (Eh) = -2114.2530
- charge = +1



No. 4
C10H23N3O2 | the ωB97M-V functional and the def2-TZVPD basis

Each line ends with the Mulliken spin population.
CARTESIAN COORDINATES (ANGSTROEM)
H (-0.385, -0.880, 0.049)  -0.014
C (-1.900, 1.072, -0.840)  0.013
C (-1.627, -3.797, -2.999)  0.009
O (0.052, -4.763, -1.602)  -0.043
C (-2.292, -0.231, -0.239)  -0.007
N (1.671, 1.904, 1.541)  0.001
C (1.306, 3.175, 2.118)  0.000
H (-1.607, 1.145, -1.878)  0.001
H (-2.603, -3.977, -3.445)  -0.007
H (3.770, 2.134, 1.258)  0.000
H (-2.585, 1.945, -0.694)  -0.002
H (2.862, 0.188, 0.389)  0.002
C (0.269, -3.790, -0.654)  0.750
C (3.267, 0.222, 1.299)  -0.004
O (-2.981, -1.927, -2.603)  0.591
C (1.794, 4.507, 1.490)  0.000
C (3.051, 1.562, 1.882)  0.001
H (-2.509, -0.079, 0.798)  0.007
H (1.714, 3.162, 3.166)  0.000
C (-1.303, -4.950, -2.094)  0.008
H (2.824, 4.373, 1.126)  0.000
H (4.373, 0.026, 1.239)  0.000
H (0.204, 3.062, 2.314)  0.000
H (1.593, 1.721, 0.623)  -0.001
H (2.914, -0.665, 1.845)  0.001
H (1.129, 4.988, 0.781)  0.000
H (-0.331, -3.950, 0.389)  -0.024
H (3.125, 1.581, 3.013)  0.000
H (-3.192, -0.377, -0.813)  -0.001
H (1.740, 5.131, 2.308)  0.000
C (-1.078, -2.151, -1.297)  0.397
H (1.129, -3.220, -0.707)  -0.082
H (-1.980, -5.078, -1.253)  -0.003
H (-1.195, -5.906, -2.494)  -0.001
H (-1.006, 1.388, -0.339)  -0.004
N (-1.248, -1.268, -0.290)  0.106
N (-1.933, -2.556, -2.236)  0.292
H (-1.036, -3.515, -3.870)  0.012

Cartesian forces (eV/Å) of the 3 atoms listed first:
0.47 -0.34 0.32
1.25 2.46 0.25
-2.14 0.68 -0.25

Calculated values
- multiplicity = 3
- frontier orbital gap (spin up / spin down) (eV) = 5.55 / 7.37
- total energy (Eh) = -709.2111



- What is the total energy in the fourth record?
  -709.2111 Eh